DFT (wB97M-V/def2-TZVPD) results for C6H10 in the gas phase.

Each line ends with the Mulliken charge.
CARTESIAN COORDINATES (ANGSTROEM)
1 H 2.420 -0.535 2.362  0.2529
2 H -1.922 2.288 -0.884  0.3256
3 C 1.833 -0.420 1.454  -0.8204
4 H -0.825 -0.870 -1.841  0.3574
5 C -1.560 1.359 -0.442  -1.0931
6 C 0.093 -1.451 -0.081  -0.3278
7 H 0.842 -2.211 1.788  0.2636
8 H 2.026 0.470 0.857  0.2292
9 H 0.082 1.399 -1.897  0.2845
10 H 0.610 1.331 -0.227  0.1438
11 C -0.149 0.961 -0.919  -0.1864
12 C 0.933 -1.351 1.124  -0.0068
13 H -2.266 0.562 -0.701  0.3201
14 H -1.570 1.442 0.649  0.2852
15 C -0.212 -0.535 -1.004  -0.2951
16 H -0.337 -2.439 -0.239  0.2673

Properties
HOMO: -8.6 eV
Multiplicity: 1
Relative energy (zero: lowest compared OMol25 entry of this formula, charge and spin): 1.220 eV
SMILES string: C=C/C=C\CC